Density functional theory data (ωB97M-V/def2-TZVPD) for 11 unconnected molecules or ions with the total composition C12H46N10O11.

Results
Total energy, hartree: -1860.0988
ΔE to the lowest compared entry with this formula, charge and spin, kcal/mol: 34.8
SMILES: NC(N)=O.NC(N)=O.NC(N)=O.NC(N)=O.NC(N)=O.CCO.CO.CO.CO.CO.CO

Cartesian coordinates (Å):
1 H 3.459 2.922 1.152
2 C -1.506 -2.079 -3.682
3 H -1.273 0.601 0.507
4 H -0.886 -3.872 -3.224
5 H 3.623 -2.661 -6.058
6 C -1.266 2.931 -3.537
7 O 1.507 4.332 3.234
8 H -1.286 -0.150 -1.045
9 O -1.814 -0.392 2.508
10 N 3.218 3.667 1.793
11 C 1.832 3.853 2.156
12 H 3.654 -2.691 -2.451
13 H 0.037 -3.258 0.703
14 N 1.286 0.537 0.873
15 H 3.706 -1.703 2.716
16 H 4.633 -1.606 0.742
17 O -0.404 4.055 -3.454
18 O 2.305 -1.005 -4.760
19 O 1.028 -0.884 -0.875
20 N -1.349 -0.603 -3.675
21 H 2.119 -0.016 0.894
22 H 2.456 0.400 4.807
23 H -4.349 4.426 2.228
24 H -0.825 0.365 4.202
25 O 3.073 -1.836 2.007
26 H -2.102 3.128 -4.238
27 H 0.067 -4.360 2.038
28 H 0.918 0.905 1.736
29 H 3.484 1.844 4.818
30 H -4.766 -3.051 0.819
31 H -2.910 3.602 2.688
32 H -4.577 4.198 -0.681
33 O 0.011 -2.366 2.590
34 H 0.936 3.209 0.347
35 H 3.147 -2.329 0.030
36 C -1.563 0.675 3.453
37 O 4.464 0.148 4.236
38 H 0.192 -2.660 -2.712
39 N 3.963 -2.548 -5.117
40 H -0.109 3.598 1.627
41 C -0.356 -3.414 1.724
42 C 3.799 -2.289 0.942
43 C 0.500 -0.054 -0.081
44 O -4.284 -3.022 -1.626
45 H -1.463 -3.481 1.635
46 N 0.828 3.543 1.287
47 H 0.033 4.270 -4.297
48 H -1.715 2.613 -2.575
49 N -0.556 -2.924 -3.302
50 H -3.778 -3.005 -2.461
51 C -3.557 -2.193 -0.738
52 O -2.647 -2.414 -3.873
53 H -2.581 -2.562 -0.438
54 H 3.837 3.577 2.604
55 H 4.353 -0.654 4.745
56 H 0.935 -2.059 2.490
57 H -1.219 -1.174 2.539
58 H -1.060 1.529 2.982
59 C -4.338 -2.086 0.588
60 N -0.754 0.293 -0.318
61 H -0.319 -0.385 -3.807
62 H -3.821 -1.679 1.453
63 N 2.971 -2.153 -2.948
64 C -3.075 3.604 0.783
65 H -0.724 2.074 -3.953
66 C 3.260 0.916 4.290
67 H -3.053 3.813 -1.212
68 H 2.983 1.146 3.262
69 N -3.638 4.001 -0.386
70 N -3.647 3.737 2.015
71 O -1.990 3.054 0.699
72 H 2.394 -1.496 -2.400
73 H 4.203 -3.287 1.171
74 H -1.854 -0.216 -4.455
75 H -5.263 -1.511 0.449
76 H -3.419 -1.174 -1.095
77 C 3.040 -1.850 -4.284
78 H -2.437 1.037 4.011
79 H 4.279 -3.455 -4.816

Cartesian forces (eV/Å) of the 3 atoms listed first:
-0.521 0.123 -0.249
-1.668 3.857 0.744
-0.168 0.172 -0.532

Results of the Löwdin charge analysis, in e, for atoms 1 through 4: 0.070, -0.621, 0.083, 0.120

***

Density functional theory data (ωB97M-V/def2-TZVPD) for a molecular structure, C4H7N3O.

Results
Total energy, hartree: -396.0221
ΔE to the lowest compared entry with this formula, charge and spin, kcal/mol: 79.3

Cartesian coordinates (Å):
1 C 0.460 -0.736 -1.081
2 H 1.133 2.480 0.399
3 N 1.316 -1.522 -0.395
4 H 0.571 0.533 -0.569
5 N -2.403 -0.629 -0.329
6 H -2.266 -0.987 -1.269
7 O -0.074 -1.015 -2.128
8 H 0.531 1.140 2.396
9 C -1.412 -0.378 0.338
10 N -0.866 0.010 1.415
11 C -0.027 1.051 1.471
12 C 0.342 1.744 0.321
13 H -0.429 2.036 -0.385
14 H 1.459 -2.480 -0.687
15 H 1.666 -1.247 0.505

Cartesian forces (eV/Å) of the 3 atoms listed first:
0.692 1.618 0.446
0.076 -0.053 0.072
0.112 -0.457 -0.190

Results of the Löwdin charge analysis, in e, for atoms 1 through 4: -0.486, 0.067, 0.136, 0.116

***

Density functional theory data (ωB97M-V/def2-TZVPD) for a molecular structure, C12H23Br2NO16S4.

Results
Total energy, hartree: -8470.2901

Cartesian coordinates (Å):
1 O -0.754 5.676 0.902
2 H 1.191 -1.435 1.556
3 H -3.354 2.718 1.362
4 C 2.361 -3.906 -1.129
5 S -0.095 -3.442 -1.468
6 H 1.094 0.981 -3.382
7 O 2.741 -2.253 4.343
8 H -2.523 4.754 0.364
9 O 1.616 5.104 1.154
10 H -4.475 0.847 2.536
11 C 2.275 1.487 -1.568
12 O 0.287 4.473 -0.764
13 C 1.588 -2.084 2.324
14 C -3.233 -0.094 -3.415
15 H 0.932 -0.198 -2.001
16 O 0.526 -4.451 -2.482
17 C -3.417 1.042 2.757
18 C 1.577 0.464 -2.528
19 H -2.141 6.336 -0.402
20 H 1.528 2.167 -1.144
21 C 1.817 -1.416 3.729
22 S -2.376 -0.530 1.055
23 S 3.602 -3.083 3.318
24 O 2.942 -2.529 2.006
25 C 1.738 -5.048 -1.866
26 O -2.869 0.856 0.530
27 H -3.996 0.467 -3.971
28 H -2.756 -0.858 -4.014
29 O 4.935 -2.620 3.528
30 H 2.383 -5.349 -2.695
31 C -2.126 0.812 -3.113
32 H 2.306 -0.488 3.475
33 H 2.958 -3.258 -1.771
34 C -2.781 1.853 1.645
35 Br 3.019 -0.659 -3.179
36 O 1.218 -3.032 -0.751
37 C -1.733 5.356 -0.094
38 O -0.108 3.257 1.277
39 O 3.277 -4.480 3.433
40 O -3.225 -1.612 0.627
41 H -0.908 5.287 -2.166
42 H 2.925 -4.203 -0.245
43 H 1.403 -5.866 -1.226
44 H 0.892 -2.974 2.312
45 O -1.009 -4.019 -0.510
46 H -3.315 1.540 3.744
47 O -2.680 -0.203 2.705
48 O -0.938 -0.646 0.977
49 H -1.762 2.135 1.942
50 Br 2.991 0.658 0.028
51 H -1.426 3.746 -1.529
52 H 0.917 -1.229 4.330
53 N -1.228 1.545 -3.106
54 H 3.031 2.052 -2.060
55 C -1.044 4.709 -1.281
56 H -3.643 -0.607 -2.590
57 S 0.373 4.560 0.775
58 O -0.531 -2.312 -2.283

Cartesian forces (eV/Å) of the 3 atoms listed first:
0.102 -0.494 0.122
0.543 0.366 -0.097
-0.232 0.160 -0.375

Results of the Löwdin charge analysis, in e, for atoms 1 through 4: -0.174, 0.063, 0.119, -0.111

***

Here are the calculated LUMO energy numbers, same order: 0.160; 0.105; 0.056 (eV).
Here are the calculated M numbers, same order: 506.559; 113.120; 725.383 (Da).
Here are the calculated largest force on an atom numbers, same order: 0.0830; 0.0437; 0.0680 (Eh/bohr).